Entry 1:
11
Properties=species:S:1:pos:R:3:forces:R:3 method="wB97M-V/def2-TZVPD" smiles=C#Cc1ccco1 homo_lumo_gap_ev=9.42 e_homo_ev=-8.495 lumo_energy_ev=0.93 e_above_lowest_ev=1.4113
C -0.99428 -2.64794 -0.34874 0.1 0.4 0.0
C -0.16767 -1.78404 -0.49170 -0.6 -0.3 0.2
C 0.38379 -0.49158 -0.30564 -0.3 -0.2 0.3
C 0.53733 0.12295 0.89816 0.1 -0.1 -0.1
C 0.45046 1.51686 0.63032 0.0 0.2 0.0
C 0.25381 1.63116 -0.70674 0.0 0.3 0.0
O 0.21532 0.41967 -1.29921 0.1 0.0 0.0
H -1.91280 -3.12671 -0.10165 0.2 -0.5 -0.2
H 0.59148 -0.39865 1.84623 0.1 0.2 -0.2
H 0.47360 2.31593 1.35234 0.1 0.0 -0.1
H 0.09075 2.46981 -1.36212 0.1 0.0 0.0

Entry 2:
22
Properties=species:S:1:pos:R:3:forces:R:3 method="wB97M-V/def2-TZVPD" charge=+1 homo_lumo_gap_ev="8.04 / 5.73" e_homo_ev="-13.537 / -12.804" lumo_energy_ev="-5.50 / -7.07" e_above_lowest_ev=7.6125
C -1.55173 1.63823 0.15798 0.3 0.7 -0.3
C 1.10790 0.16463 -1.14821 -1.4 -0.3 0.2
C -2.09156 0.48446 0.05455 1.2 -2.8 0.8
C -0.22188 -1.01314 0.55499 -3.1 1.3 2.7
C 1.61539 1.42751 -0.62635 1.0 1.9 1.4
C -0.44399 2.34354 0.75673 -1.0 1.9 -3.5
C 0.53956 -1.92157 1.43508 0.8 -1.7 -3.5
C -0.09442 -1.83884 -1.57660 -1.1 0.6 -4.6
N -1.39528 -0.60073 0.82350 0.4 0.6 -0.6
N 0.36239 -0.75405 -0.72669 1.2 0.3 -1.3
N 0.83265 2.31745 0.08563 2.8 -0.2 0.8
O 2.77690 1.74738 -0.79515 -0.2 -1.1 -0.6
Cl -3.46752 -0.03265 -0.79185 -0.2 0.0 0.0
H -0.69541 3.35001 0.38150 -0.5 0.5 0.6
H -0.48638 2.49351 1.78052 0.5 -0.6 2.3
H -0.06509 -2.67238 1.88907 -0.6 -0.3 0.4
H 1.25697 -2.41135 0.70797 -0.5 0.0 1.2
H 1.13637 -1.43935 2.12196 1.1 1.3 1.7
H 0.11859 -2.79605 -1.19863 0.4 -1.0 0.9
H -1.23003 -1.74960 -1.72453 1.7 0.0 0.3
H 0.42398 -1.75115 -2.62000 -1.0 -0.1 1.9
H 1.57259 3.01411 0.45853 -1.9 -1.1 -0.8

Entry 3:
15
Properties=species:S:1:pos:R:3:forces:R:3 method="wB97M-V/def2-TZVPD" smiles="C[C@H](N)C=O.O" homo_lumo_gap_ev=10.15 e_homo_ev=-9.349 lumo_energy_ev=0.80 e_above_lowest_ev=3.2786
O 1.41862 -2.71953 0.93375 -2.0 0.5 -1.9
C 0.87787 -2.35840 -0.11639 2.2 1.3 3.3
C 0.18397 -1.00319 -0.42995 0.9 -1.2 0.6
C -1.00401 -1.38575 -1.38252 1.2 0.9 1.5
N 1.45005 -0.29073 -0.78253 -1.0 2.0 -3.3
H 1.22940 -2.77215 -1.03332 0.0 -1.2 -1.3
H -0.12806 -0.45001 0.45961 -0.5 -0.7 0.1
H -1.54131 -0.40512 -1.60382 -0.6 -1.8 0.9
H -0.69193 -1.67311 -2.36620 0.6 -0.5 -0.5
H -1.30236 -2.36898 -0.80361 -1.1 2.3 -1.4
H 1.51604 -0.17335 -1.83129 0.2 -1.4 0.9
H 1.28282 0.72570 -0.72494 0.0 -0.3 1.3
H -0.30469 5.13973 3.38147 -1.6 -0.8 -0.8
H -1.91328 5.02794 3.40167 2.4 -0.8 -1.3
O -1.07313 4.70694 2.89805 -0.8 1.6 2.1

Entry 4:
34
Properties=species:S:1:pos:R:3:forces:R:3 method="wB97M-V/def2-TZVPD" smiles="C[N+](C)(N)[C@@]1(c2ccccc2)C=CCC1" charge=+1 homo_lumo_gap_ev=9.82 e_homo_ev=-12.646 lumo_energy_ev=-2.83 e_above_lowest_ev=2.3787
C 0.18525 -0.36374 1.90543 -0.2 0.5 -0.3
C 1.26506 -1.36896 2.36184 0.7 0.7 0.7
C 1.66222 -2.08620 1.11558 0.3 1.2 -0.7
C 1.10893 -1.56207 0.00440 -0.2 -1.2 0.1
C 0.28087 -0.36600 0.31457 -1.1 -0.5 0.8
C -1.05591 -0.30723 -0.37701 -1.3 -0.9 -0.4
C -1.28978 -0.91005 -1.64595 0.1 1.0 0.1
C -2.52220 -0.78485 -2.29987 -0.1 -0.1 0.3
C -3.60786 -0.18583 -1.64870 -0.1 -0.1 0.3
C -3.42246 0.31234 -0.35047 -0.3 0.1 0.3
C -2.18951 0.19503 0.29752 0.6 0.7 -0.4
H -0.67602 -0.76419 2.50186 -0.2 0.6 -1.8
H 0.16627 0.74303 2.09181 0.8 -1.2 1.1
H 2.09737 -0.87540 2.87260 0.2 -0.2 -0.1
H 0.88923 -2.09889 3.10769 0.0 0.4 -0.4
H 2.44826 -2.82065 1.14414 -0.3 -0.7 -0.1
H 1.01186 -2.09018 -0.96474 0.7 0.6 0.6
H -0.47442 -1.40638 -2.16502 -0.2 0.1 0.0
H -2.65762 -1.16243 -3.31935 0.2 0.0 0.5
H -4.61188 -0.18017 -2.11719 0.9 0.2 0.3
H -4.23328 0.82091 0.20318 0.4 -0.6 -0.5
H -2.06364 0.57695 1.32163 -0.3 -0.1 -0.6
C 2.49764 1.08177 0.42083 0.6 0.7 0.0
N 1.13489 1.03494 -0.16574 -0.9 -0.7 0.7
C 1.24214 1.07798 -1.63842 0.3 0.6 -0.5
N 0.46514 2.21718 0.23073 0.2 0.4 0.5
H 3.04764 0.23325 -0.00927 0.0 0.3 0.7
H 2.96162 2.03836 0.10581 -0.3 -0.6 -0.1
H 2.47168 1.15590 1.52875 -0.2 -0.7 -0.7
H 1.80571 0.18028 -1.92866 -0.5 0.3 -0.3
H 0.24512 1.21811 -2.10353 0.6 -0.6 0.4
H 1.80556 1.99332 -1.89420 -0.1 -0.5 0.2
H -0.47671 2.20532 -0.15931 0.0 -0.1 0.4
H 0.48885 2.24855 1.25904 -0.4 0.3 -0.8

Entry 5:
52
Properties=species:S:1:pos:R:3:forces:R:3 method="wB97M-V/def2-TZVPD" smiles="C[C@H](I)C[N@@+]1(C[C@H](O)CN)CC[C@@H](S(C)(=O)=O)[C@H](COC(F)(F)F)C1" charge=+1 homo_lumo_gap_ev=10.11 e_homo_ev=-13.003 lumo_energy_ev=-2.89
C -2.53866 2.57003 0.12232 0.5 -0.2 -0.4
C -1.18226 1.87900 0.38991 -0.8 0.7 -0.2
I 0.08905 3.42673 1.21753 0.0 -0.5 0.1
C -0.65883 1.36840 -0.94961 -0.3 0.5 0.3
N 0.20310 0.14423 -0.91861 -1.0 -0.7 -0.2
C 0.47863 -0.32354 -2.32539 0.3 0.6 -0.3
C 1.22006 0.63466 -3.31227 -0.5 -0.5 -0.9
O 1.83810 1.75472 -2.77311 0.2 0.4 0.7
C 0.31871 0.95820 -4.53238 0.4 0.7 0.0
N -0.50366 2.14537 -4.40510 0.0 -0.2 0.1
C 1.41134 0.24527 -0.07893 1.8 -0.4 0.0
C 2.03240 -1.11584 0.22776 -0.4 -0.1 0.5
C 1.13075 -1.99820 1.16196 -0.2 2.3 -0.8
S 1.89991 -1.87678 2.79996 1.0 -1.3 2.0
C 1.77042 -0.20063 3.42217 -0.7 0.3 -1.3
O 1.29006 -2.76204 3.72300 -2.0 -0.4 0.5
O 3.29252 -2.15847 2.69783 1.3 0.7 -1.5
C -0.28933 -1.36116 1.09822 0.1 -1.0 0.9
C -1.39974 -2.32581 1.56478 0.6 -0.5 -0.5
O -1.40935 -2.50872 2.96708 -0.1 0.0 -0.9
C -2.12126 -1.62172 3.67559 0.9 0.1 0.6
F -2.40553 -0.49931 3.00308 -0.2 0.7 -0.8
F -3.23388 -2.11651 4.10774 -1.7 -0.8 0.3
F -1.41602 -1.26533 4.72665 0.7 0.4 0.8
C -0.65462 -0.96312 -0.32511 0.0 -0.3 1.0
H -3.10587 2.69673 1.03331 0.0 0.3 0.2
H -3.14412 1.99425 -0.57700 -0.1 -0.3 0.1
H -2.34094 3.51381 -0.36953 -0.3 0.4 0.1
H -1.37622 1.12378 1.13896 0.4 -0.2 0.1
H -1.52126 1.11719 -1.55771 -0.1 -0.4 -0.1
H -0.19044 2.20180 -1.45273 0.6 -0.1 -0.1
H 1.01223 -1.26022 -2.27290 0.3 -0.1 0.3
H -0.48435 -0.58423 -2.74740 -0.3 0.1 0.0
H 2.01770 0.04566 -3.75290 0.2 -0.3 0.2
H 1.28692 2.54755 -2.84764 0.0 -0.2 -0.3
H 0.99583 1.12819 -5.36185 0.1 0.1 -0.2
H -0.26913 0.08917 -4.82013 -0.2 -0.2 0.2
H -0.12689 2.95871 -4.86426 0.0 0.1 0.1
H -0.83102 2.34887 -3.47442 -0.2 0.1 -0.1
H 1.22769 0.78077 0.83847 -0.6 0.1 0.1
H 2.19465 0.81327 -0.56422 -0.3 0.4 -0.6
H 2.95281 -0.87114 0.74691 0.3 -0.2 0.0
H 2.33419 -1.64823 -0.66638 0.0 -0.1 -0.2
H 1.07989 -3.02639 0.82880 0.4 -0.4 0.4
H 0.73906 0.12978 3.48914 -0.2 -0.1 0.2
H 2.22564 -0.14175 4.39927 0.2 -0.4 0.2
H 2.28560 0.45635 2.72494 0.2 0.1 0.1
H -0.28421 -0.55587 1.82433 -0.3 0.5 -0.4
H -2.36462 -2.03842 1.15789 -0.3 0.2 0.3
H -1.18826 -3.29939 1.13349 0.0 -0.3 0.1
H -0.58336 -1.85386 -0.93573 0.3 -0.1 -0.3
H -1.70344 -0.69579 -0.33581 -0.1 0.5 -0.2

Calculated M (Da), listed in the same order as above: 92.10 198.63 91.11 203.31 503.34